Record 1
Density functional theory data (the ωB97M-V functional and the def2-TZVPD basis) for C34H25AsBr4HgNOSSe as an isolated structure.

```
69
Properties=species:S:1:pos:R:3
H 4.36100 3.15756 -1.88755
C 0.95470 3.06532 -1.61207
C 4.61353 1.00464 -0.58954
H 8.47520 0.71355 -0.80838
C 2.55141 2.50623 4.01054
Se 2.20457 -1.83338 -0.36321
C -1.30317 -1.92195 -4.06606
H 1.64192 3.58481 0.93429
H 0.28875 -1.30978 -2.73383
C 0.71385 4.28435 -2.27973
C 5.20965 0.06822 -1.42472
C -4.91439 -1.54403 -3.24577
C 5.67360 -3.14703 1.56589
H 7.39162 -4.14315 0.74886
H -0.63103 -2.26646 -4.84154
C -3.64677 -0.44150 -0.90340
H 7.03637 -0.78333 -2.15836
C -2.65671 -2.00051 -4.21629
C 4.42587 -2.60339 1.30321
C -5.04731 -0.53041 -1.07557
C -5.65990 -1.05949 -2.20652
H 1.49161 5.97908 -3.30879
Br -5.82369 -2.24779 -4.77614
O -3.10745 0.06008 0.10973
C -0.49306 -1.54661 1.88918
H -6.74008 -1.07761 -2.26028
C 3.06039 4.65617 -2.66826
C -2.87726 -1.00243 -2.02897
C 2.55260 1.68665 1.35198
As 2.63853 1.04920 -0.49567
N -1.53808 -0.97134 -1.89236
C 3.89657 -2.61520 0.01055
C 3.33203 3.47523 -1.99560
C 3.03809 1.25097 3.67278
C 5.43270 1.84247 0.16427
H 2.52177 2.81622 5.04710
Br -6.15837 0.13042 0.31571
C 2.05365 2.93505 1.69531
C 7.39649 0.79841 -0.75326
H 4.98287 2.57039 0.82977
H -0.97792 -1.43506 2.85784
Br -1.27270 2.16745 2.79184
C 6.41261 -3.72727 0.54456
H 1.63157 4.30007 3.28484
H -0.31703 4.60038 -2.38397
C 5.88837 -3.76989 -0.74083
H -3.09613 -2.41450 -5.11540
C -0.78273 -1.39233 -2.87287
C 6.81231 1.74212 0.08351
H 3.86547 5.25163 -3.07941
Br -1.32929 -3.10623 1.03402
C 1.73268 5.05429 -2.79637
H 3.84210 -2.16837 2.10423
H 4.23472 -3.24566 -2.00636
S -0.40639 2.13228 -1.08085
H 3.41133 -0.13630 2.08267
C -3.50241 -1.52837 -3.18941
C 2.05736 3.34057 3.02235
C 6.59234 -0.03819 -1.50992
H 4.58357 -0.59162 -2.01265
C 3.03285 0.84461 2.34933
C 4.64487 -3.21971 -1.00426
H 6.06876 -3.11952 2.57434
H 0.54887 -1.81876 2.01093
H 7.43463 2.39886 0.67960
Hg -0.79513 0.32997 0.87799
C 2.30888 2.69859 -1.46452
H 3.40926 0.58425 4.44113
H 6.45517 -4.22899 -1.54273
```

The total energy comes out at -460568.5073 eV. As for the charge: -2. For the relative energy (zero: lowest compared OMol25 entry of this formula, charge and spin), the calculation gives 2.4 kcal per mole. The multiplicity is 2. The value obtained for the HOMO energy (alpha / beta) is -1.98 / -1.98 eV. The orbital gap (alpha / beta) comes out at 5.866 / 4.992 eV.

Record 2
Density functional theory data (the ωB97M-V functional and the def2-TZVPD basis) for a 4-piece molecular cluster, C3H13NO4 overall in a non-equilibrium geometry.

```
21
Properties=species:S:1:pos:R:3
H 1.62231 -0.89327 -0.79338
H -0.84607 2.62021 0.72702
C 1.94744 1.13506 -0.39886
H 2.64865 1.07009 0.44151
O -3.99767 2.73974 -1.12286
H 2.20654 2.05426 -0.92354
H -0.90891 -1.73042 1.22867
O -0.21982 0.25058 0.12522
H 0.29179 -4.98342 0.47972
H -4.78690 3.30045 -1.11486
H 3.24871 -0.34602 -1.36684
H -0.92921 -2.46393 2.50533
H 0.75370 3.21469 0.52801
O -1.29957 -2.53321 1.60861
C 2.19927 -0.09868 -1.27388
H -0.60704 -4.48086 1.62161
O 0.16198 -5.03992 1.43029
H 1.72306 -0.02451 -2.25451
H -3.85093 2.55806 -2.05678
N 0.11422 2.44347 0.48727
C 0.52847 1.20763 0.12227
```

The total energy comes out at -13002.5912 eV. For the relative energy (zero: lowest compared OMol25 entry of this formula, charge and spin), the calculation gives 13.2 kcal per mole. The value obtained for the HOMO energy is -10.18 eV. The orbital gap comes out at 10.819 eV. As for the SMILES: CCC(N)=O.O.O.O.

Record 3
Density functional theory data (the ωB97M-V functional and the def2-TZVPD basis) for an isolated ion of composition C8H16N5OS and charge +1 in a non-equilibrium geometry.

```
31
Properties=species:S:1:pos:R:3
N 2.94022 1.22359 -0.10844
S 1.65534 -0.90012 0.50385
H -0.79588 -1.36536 0.15164
O 4.10207 -0.80261 -0.08757
H -3.67987 1.14556 -0.40747
C 3.12153 -0.02947 0.06440
H 6.05752 -1.21538 1.13745
H 0.78790 3.58926 0.13553
H -0.89295 2.67101 0.33948
H -2.25329 1.96110 0.39986
C -2.75738 -0.70205 0.67065
N 0.75530 0.60772 0.38930
H -5.44966 -1.43656 -0.13497
H -5.87690 0.06717 -0.80180
N -1.29785 1.77401 0.32885
H -3.08896 -1.74071 0.68529
H -5.38173 0.04180 0.76865
C 5.36757 -0.24255 -0.57154
C -5.22037 -0.41243 -0.15466
H -2.69602 -0.23264 1.74589
H 7.25119 -0.08459 0.54472
C -0.63180 0.59878 0.34696
N -1.36175 -0.48577 0.34272
H -3.56541 -0.34300 -1.46744
H 5.45238 -0.68277 -1.58729
C 6.49495 -0.85917 0.25484
N 1.50548 2.93438 -0.03871
C 1.70426 1.73639 0.11803
C -3.71804 -0.00779 -0.39500
H 7.13184 -1.69169 -0.25060
H 5.18613 0.86156 -0.56426
```

The total energy comes out at -28880.2033 eV. As for the charge: +1. For the relative energy (zero: lowest compared OMol25 entry of this formula, charge and spin), the calculation gives 8.1 kcal per mole. The value obtained for the HOMO energy is -12.64 eV. The orbital gap comes out at 9.756 eV. As for the SMILES: [H]/N=c1/nc(OCC)sn1/C(N)=[NH+]/CCC.

Record 4
Density functional theory data (the ωB97M-V functional and the def2-TZVPD basis) for one molecule with the formula C6H13N in a non-equilibrium geometry.

```
20
Properties=species:S:1:pos:R:3
C -1.67551 -0.69176 1.47342
H -2.05998 1.28449 0.86116
C -1.89347 0.37085 0.30952
H -2.88132 0.18332 -0.16407
C 1.66912 -1.46971 -1.08054
H -1.71734 -1.69573 1.05674
H -0.72289 -0.46806 1.95262
H -1.14266 0.89756 -1.58794
C -0.80756 0.22500 -0.76105
N 1.52566 -0.43291 -0.07529
H 0.93915 -2.27315 -1.05632
H -2.51572 -0.47482 2.12348
H 1.80190 -1.05552 -2.08107
H 2.64367 -1.90243 -0.83091
C 0.79364 1.80615 0.32406
H -0.08547 2.44080 0.30440
H -0.83831 -0.76919 -1.21929
H 1.76740 2.08065 0.66851
C 0.53625 0.60979 -0.19157
H 2.43970 -0.07863 0.15785
```

The total energy comes out at -7921.7543 eV. For the relative energy (zero: lowest compared OMol25 entry of this formula, charge and spin), the calculation gives 24.9 kcal per mole. The value obtained for the HOMO energy is -7.94 eV. The orbital gap comes out at 9.027 eV. As for the SMILES: C=C(CCC)NC.

Record 5
Density functional theory data (the ωB97M-V functional and the def2-TZVPD basis) for C4H9N2 as an isolated structure in a non-equilibrium geometry.

```
15
Properties=species:S:1:pos:R:3
C -1.36357 -0.17814 1.18343
C 0.08162 -1.59930 -1.23048
H 1.10551 -1.36325 0.80519
H 0.02098 2.40845 1.21528
H 1.17487 1.25058 1.69755
H -0.74515 0.79521 -0.63928
H 0.34226 -0.91885 -2.09839
H -0.83166 -2.16713 -1.39154
C 0.14850 -1.00602 0.14655
H -2.26194 0.25688 1.69320
H 0.92210 -2.27418 -1.37828
H 1.19215 1.74597 0.05988
N -0.99700 -1.38214 1.04769
N 0.56651 1.54128 0.87497
C -0.37182 0.41629 0.27167
```

The total energy comes out at -7264.9346 eV. As for the charge: +1. For the relative energy (zero: lowest compared OMol25 entry of this formula, charge and spin), the calculation gives 74.0 kcal per mole. The value obtained for the HOMO energy is -14.53 eV. The orbital gap comes out at 10.295 eV.

Record 6
Density functional theory data (the ωB97M-V functional and the def2-TZVPD basis) for C24H34Cl8F5NO17 as an isolated structure in a non-equilibrium geometry.

```
89
Properties=species:S:1:pos:R:3
H -0.00846 -1.52286 2.28073
C -0.03659 -0.85977 -0.80509
H -0.74299 -1.68116 -0.92518
H 1.40742 2.14188 4.62058
O -3.40954 -4.19467 -1.14607
C -0.04151 -3.75374 -1.47356
O -4.97654 1.37504 -0.05050
C 0.48401 1.47003 -2.86673
O -4.04568 2.90307 -1.36909
H -0.40750 1.16035 -3.41209
O -0.08826 -0.24446 1.40292
C 0.69963 1.75631 3.88678
C 0.41902 3.36244 0.87701
H -3.21275 0.27051 0.07312
H 0.95365 0.58149 -2.44477
H -2.19216 2.91037 -0.26781
Cl 0.68432 3.17302 -4.98555
H 2.84648 1.80172 0.68350
C -5.27875 2.43407 -0.90566
H 1.72602 -1.13533 2.42230
H 0.91155 -4.24208 -1.67676
F 0.21141 -2.91522 -0.40898
H -0.31500 -2.01491 -3.02299
O -2.61431 -2.38614 1.48952
H 1.97235 1.17835 -4.46913
Cl 1.08904 0.68492 -0.30743
H 4.09577 -1.03989 -2.83858
Cl 3.25038 0.72743 -2.84547
O 3.49014 -3.01103 -2.88627
C 2.84121 1.10227 -0.15248
H -0.18683 -3.64338 -3.60670
C -1.27408 4.73119 0.23709
O -1.95444 5.68899 -0.06854
H 0.87002 -1.31407 -0.40539
H 1.07886 -1.70204 4.62452
H 4.88253 -1.89145 -1.68042
C -3.54397 1.30594 0.15233
C 0.97800 -1.92265 2.51560
C -0.50186 -3.05258 -2.74657
C -2.25736 -3.97027 -1.58503
H 2.91707 2.76869 -1.72498
C 3.90664 -1.87629 -2.16570
H 3.42900 0.19869 0.00921
Cl 2.73841 1.95942 2.09349
F 2.01610 -0.63325 -1.76642
H -0.93476 1.75030 0.66720
C 2.70407 -1.66182 -1.21830
H 1.85199 0.06391 3.16550
C 1.46281 1.96956 -3.91918
C 1.12376 -2.55804 3.95121
O -1.50962 0.62836 -0.01045
O 1.85708 -2.72756 -1.38200
Cl 0.16832 2.73287 -1.63586
N -0.54879 -0.06122 0.26972
O -1.78135 3.67396 0.99056
F -1.46838 0.39349 2.94578
H -1.29614 -2.07678 3.10029
Cl -0.74535 0.90740 4.61187
C 2.30207 -3.48021 -2.43711
H -3.00809 -2.09686 3.50179
H 2.95625 -1.39002 -0.19329
O -0.00594 4.54453 0.12289
C -2.66774 -1.55115 0.53936
C -0.85732 2.67685 1.23608
H 0.67190 0.74929 1.97270
F -0.95304 2.42292 2.53200
H 4.47879 2.14413 -1.35675
C 3.42620 1.86349 -1.39406
H -3.45597 0.07779 2.64835
H -3.28880 1.69817 1.13678
C -2.28853 -1.81540 2.73296
C 1.39870 0.96640 2.75547
O -1.86526 -3.22106 -2.62621
H 2.15324 -2.84627 4.16380
O -1.19378 -4.51353 -1.05499
C -2.48082 -0.35165 2.41863
F -2.26834 1.55982 -1.84152
O -2.42125 -0.34132 1.00596
H 0.91726 3.58941 1.81953
Cl -0.06972 -3.85179 4.44537
Cl 1.43767 -3.09477 1.16842
H 0.94732 2.73888 0.15578
O -6.37996 2.87372 -1.20794
H 0.13850 -0.28377 -1.71376
O 1.68561 -4.45929 -2.86084
C -2.87182 2.27751 -0.83845
H 2.24553 2.58198 -3.47152
O -2.73325 -1.85760 -0.66835
H 0.35619 2.67621 3.41357
```

The total energy comes out at -175460.0058 eV. The value obtained for the HOMO energy is -9.42 eV. The orbital gap comes out at 7.484 eV.

Listing molar mass for the structures above in their given order: 1169.73, 127.14, 230.32, 99.18, 85.13, 987.14 g/mol.